{"formula": "C8H15NO4", "method": "ωB97M-V/def2-TZVPD", "e_homo_ha": -0.383, "smiles": "O=[N+]([O-])O[C@@H]1CCCCCC[C@H]1O", "gap_ha": 0.4115, "e_above_lowest_kcal_mol": 109.8, "symbols": ["C", "C", "C", "C", "C", "C", "C", "C", "H", "H", "H", "H", "H", "H", "H", "H", "H", "H", "H", "H", "H", "H", "H", "N", "O", "O", "O", "O"], "coordinates": [[1.191588, 0.331122, -0.716597], [0.105378, 0.159062, -1.822160], [-0.706489, -1.156728, -1.813735], [-1.482929, -1.520306, -0.556157], [-2.196729, -0.365102, 0.151307], [-1.609370, 0.012784, 1.480956], [-0.084521, 0.090279, 1.544877], [0.664195, 1.016765, 0.576334], [2.656587, 0.740880, -1.901052], [1.713468, -0.613373, -0.481655], [-0.568860, 1.032430, -1.769037], [0.717928, 0.236063, -2.744955], [-0.022557, -1.983692, -2.031690], [-1.362682, -1.110652, -2.716868], [-2.221879, -2.323714, -0.777640], [-0.811497, -2.000196, 0.179997], [-3.256019, -0.664607, 0.245437], [-2.206447, 0.534498, -0.495263], [-1.893872, -0.797267, 2.205338], [-2.106403, 0.930095, 1.841190], [0.146928, 0.420372, 2.569489], [0.353980, -0.922045, 1.501576], [-0.100246, 1.747787, 0.297235], [2.809291, 1.203349, 1.635174], [2.223144, 1.224358, -1.168670], [1.641772, 1.817483, 1.217118], [2.809484, -0.004083, 1.508986], [3.596758, 1.964438, 2.040467]], "forces_ev_per_a": [[0.17, 0.40, 0.27], [0.59, 0.04, 0.70], [0.31, 0.10, -1.10], [-0.20, -0.71, 0.52], [-0.80, 0.23, -1.24], [-0.38, -0.67, 0.96], [0.74, -0.55, 0.92], [-1.26, -1.10, -0.44], [-0.14, 0.63, 0.53], [-0.69, 0.07, 0.04], [0.34, -0.27, -0.25], [-0.77, -0.12, 0.19], [0.05, 0.04, 0.00], [0.17, -0.01, 0.75], [0.49, 0.54, -0.13], [-0.09, 0.18, -0.40], [0.35, 0.41, 0.25], [-0.05, -0.42, 0.12], [0.23, 0.71, -0.39], [0.40, -0.19, -0.05], [0.08, 0.06, -0.29], [-0.23, 0.36, -0.09], [0.49, 0.41, -0.24], [-2.17, -1.54, -1.24], [0.06, -0.65, -0.96], [-0.02, 1.06, 0.30], [0.88, 0.41, 0.54], [1.46, 0.56, 0.72]], "lowdin_charge": [-0.311, -0.128, -0.198, -0.206, -0.223, -0.211, -0.147, -0.250, 0.111, 0.146, 0.113, 0.120, 0.107, 0.119, 0.116, 0.106, 0.113, 0.108, 0.129, 0.119, 0.127, 0.111, 0.161, -0.404, -0.034, 0.034, 0.100, 0.170]}


{"formula": "C8H15NO6", "method": "ωB97M-V/def2-TZVPD", "e_homo_ha": [-0.272, -0.271], "gap_ha": [0.2965, 0.2964], "e_above_lowest_kcal_mol": 151.2, "symbols": ["C", "C", "C", "C", "C", "C", "C", "C", "N", "O", "O", "O", "O", "O", "O", "H", "H", "H", "H", "H", "H", "H", "H", "H", "H", "H", "H", "H", "H", "H"], "coordinates": [[0.404206, -1.521874, -4.087244], [-0.694274, -0.863646, -4.343351], [-0.763677, -0.015760, 4.328414], [0.159280, 0.090824, 3.104577], [-0.007956, -0.848117, 1.923825], [0.747568, -0.487357, 0.674682], [0.142099, 0.753187, 0.000593], [0.430636, 0.910091, -1.470722], [-0.510848, -0.887558, -2.094673], [0.532333, -1.637486, -2.707328], [-1.245795, -0.342461, -3.203683], [-1.302331, 0.808236, 0.242544], [0.714383, 1.917775, 0.634848], [1.752537, 0.895872, -1.882233], [-0.370267, 1.846946, -2.147380], [1.064611, -2.000775, -4.663915], [-1.192333, -0.549854, -5.194567], [-0.674707, 0.873003, 4.901596], [-0.644543, -0.893606, 4.831353], [-1.764914, -0.005030, 4.030688], [1.225685, 0.197025, 3.212734], [-0.237127, 0.989072, 2.709552], [-0.967161, -1.056023, 1.611465], [0.366041, -1.823788, 2.274751], [1.878837, -0.188729, 0.863738], [0.646292, -1.354200, -0.091713], [-1.759208, 0.365450, -0.486980], [0.019853, 2.309414, 1.212495], [2.361392, 0.838295, -1.067109], [-0.310613, 1.681073, -3.116960]], "forces_ev_per_a": [[-2.23, 1.08, 2.74], [0.23, 0.70, 0.82], [1.35, 0.73, -1.85], [-1.49, 0.52, -0.99], [2.33, -1.72, 1.55], [1.79, -0.14, -1.87], [-1.38, 1.16, 1.21], [-0.97, -0.76, -2.43], [1.38, 2.32, -0.01], [0.34, -0.14, -0.05], [-0.47, -0.67, 0.40], [1.64, 0.14, -0.51], [-1.02, -0.04, 0.15], [-0.39, -0.19, 2.10], [1.52, -1.49, 0.74], [2.34, -1.66, -1.91], [-0.54, 0.27, -1.63], [0.49, 0.51, 1.00], [0.58, -2.23, 1.99], [-1.68, -0.05, -0.94], [0.33, 0.20, 0.86], [0.31, 1.53, -0.46], [-2.44, -0.06, -0.22], [0.09, -0.04, -0.30], [-2.10, -0.99, -0.31], [0.55, 1.33, 1.42], [0.19, 0.05, 0.01], [0.62, -0.37, -0.72], [-1.41, 0.03, -1.72], [0.05, -0.03, 0.92]], "lowdin_charge": [-0.072, -0.109, -0.067, -0.223, -0.221, -0.112, -0.495, -0.313, 0.063, -0.080, -0.098, 0.023, 0.011, 0.076, 0.066, 0.084, 0.107, 0.068, 0.038, 0.060, 0.114, 0.065, 0.087, 0.123, 0.161, 0.140, 0.100, 0.120, 0.157, 0.126]}


{"formula": "C8H15NO6STb", "method": "ωB97M-V/def2-TZVPD", "e_homo_ha": [-0.734, -0.734], "gap_ha": [0.1700, 0.2523], "s2": 13.0368, "charge": 3, "multiplicity": 7, "symbols": ["C", "C", "C", "C", "C", "C", "C", "O", "N", "O", "C", "O", "S", "O", "O", "O", "H", "H", "H", "H", "H", "H", "H", "H", "H", "H", "H", "H", "H", "H", "H", "Tb"], "coordinates": [[-2.531078, -0.371334, -1.844458], [-1.437351, -1.454781, -1.776804], [-0.032560, -0.840717, -1.583906], [0.489470, -0.824791, -0.084498], [1.954163, -1.390376, -0.042103], [0.354418, 0.542446, 0.651227], [0.949154, 1.805304, 0.018681], [0.195124, 3.002653, 0.317178], [0.677127, 3.697228, 1.559283], [1.098762, 4.732972, 1.520420], [-1.057519, 0.690726, 1.221836], [-1.101571, -0.174108, 2.360073], [0.347567, -0.344906, 3.027638], [0.397599, 0.393544, 4.205190], [0.649629, -1.712198, 3.036971], [1.156571, 0.380375, 1.841619], [-2.173868, 0.581147, -1.470294], [-2.867500, -0.212689, -2.856100], [-3.363993, -0.669297, -1.226168], [-1.431590, -1.930465, -2.749644], [-1.617704, -2.180891, -0.998436], [0.658793, -1.505203, -2.162769], [-0.029328, 0.127829, -2.087597], [-0.108896, -1.545187, 0.460776], [2.321995, -1.555595, 0.959573], [2.655237, -0.792822, -0.673063], [1.879454, -2.419151, -0.493067], [0.933735, 1.772595, -1.065702], [1.982710, 1.926892, 0.316146], [-1.298648, 1.665611, 1.613512], [-1.816257, 0.301528, 0.560858], [2.166354, -1.696339, -2.556372]], "forces_ev_per_a": [[0.28, -0.25, 0.44], [0.21, 0.86, -0.50], [-0.77, -0.57, 1.11], [0.82, 0.57, -1.55], [-1.28, -0.24, -0.52], [0.51, -0.54, 1.15], [-0.33, -0.52, 0.09], [0.24, -0.06, -0.51], [1.30, 2.32, -0.03], [-1.15, -2.02, 0.36], [-0.62, -0.63, 0.75], [0.68, -0.17, -0.63], [-1.71, -0.65, 1.16], [0.50, 1.25, 0.60], [0.64, -1.14, -0.75], [0.25, 0.76, -0.43], [0.02, 0.31, 0.06], [-0.18, 0.01, -0.26], [-0.40, 0.01, 0.00], [-0.10, -0.55, -0.07], [-0.09, -0.34, 0.09], [-6.95, 1.27, 2.08], [0.36, 0.18, -0.19], [-0.14, -0.07, 0.26], [0.32, 0.20, 0.22], [0.26, 0.25, 1.37], [0.19, 0.12, 0.84], [-0.30, 0.38, -0.34], [0.24, 0.07, 0.13], [-0.06, 0.52, -0.42], [-0.28, 0.32, -0.28], [7.53, -1.68, -4.21]], "mulliken_spin": [-0.002, -0.023, 0.417, -0.024, 0.013, -0.028, -0.012, -0.483, -0.223, -0.252, 0.007, 0.000, -0.002, -0.001, -0.002, -0.004, 0.002, 0.000, -0.001, 0.011, 0.001, -0.107, 0.117, -0.004, -0.013, -0.005, -0.036, -0.028, -0.007, 0.002, 0.000, 6.687]}


{"formula": "C8H15NOS2", "method": "ωB97M-V/def2-TZVPD", "e_homo_ha": -0.338, "gap_ha": 0.3557, "e_above_lowest_kcal_mol": 75.7, "symbols": ["C", "C", "C", "C", "C", "C", "C", "C", "H", "H", "H", "H", "H", "H", "H", "H", "H", "H", "H", "H", "H", "H", "H", "N", "O", "S", "S"], "coordinates": [[-3.268572, 1.782493, 0.824194], [-2.195673, 0.177985, -1.041102], [-1.196352, -0.480205, -0.099971], [-0.053274, -1.184264, -0.838884], [0.835089, -1.998306, 0.037315], [1.536706, -1.272772, 1.212246], [2.206180, 0.019592, 0.832583], [4.263423, 1.236539, -0.322534], [-2.660822, 1.399300, 1.725527], [-4.164390, 2.428773, 1.180422], [-2.763125, 2.548080, 0.228681], [-2.411951, -0.588866, -1.872748], [-1.798023, 1.121028, -1.455139], [-0.821927, 0.347986, 0.562459], [-1.759473, -1.176839, 0.512241], [0.434802, -0.390740, -1.579637], [-0.640247, -1.803476, -1.621742], [1.521070, -2.572788, -0.593705], [0.168220, -2.770839, 0.399344], [0.831772, -0.962700, 1.996560], [2.381003, -1.830235, 1.677122], [2.636464, 0.518291, 1.799253], [1.518200, 0.707027, 0.267214], [4.764079, 2.266766, -0.218376], [-4.337676, -0.709983, 0.422285], [-3.884382, 0.519643, -0.290588], [3.641639, -0.322636, -0.253073]], "forces_ev_per_a": [[-1.05, 1.30, 2.10], [-0.57, -1.32, -1.03], [0.14, 1.49, 0.69], [-1.59, 1.97, -3.32], [0.49, -0.78, 0.14], [0.38, 0.04, -0.06], [0.42, 1.97, 0.72], [0.24, -0.07, 0.44], [-0.94, 0.59, -1.55], [1.20, -1.55, -0.15], [0.52, -0.46, -0.05], [0.13, 1.38, 0.93], [-0.41, -0.40, -0.05], [-0.10, -0.89, -0.27], [0.06, -0.31, 0.29], [-0.39, -1.48, 1.78], [1.30, 0.26, 1.26], [0.35, 0.32, 0.16], [-0.02, -0.28, 0.65], [0.00, -0.54, -0.14], [-1.02, -0.39, -0.17], [-0.93, -0.67, -1.90], [0.73, -0.48, 0.76], [0.01, 0.39, -0.27], [0.50, 0.59, 0.08], [0.83, -0.30, -0.77], [-0.28, -0.34, -0.23]], "lowdin_charge": [-0.310, -0.353, -0.292, -0.249, -0.230, -0.274, -0.495, -0.667, 0.087, 0.074, 0.042, 0.109, 0.092, 0.109, 0.109, 0.152, 0.135, 0.109, 0.111, 0.116, 0.115, 0.125, 0.084, 0.090, -0.544, 0.847, 0.907]}


{"formula": "C8H15NOS2", "method": "ωB97M-V/def2-TZVPD", "e_homo_ha": [-0.222, -0.291], "gap_ha": [0.2494, 0.2094], "s2": 2.0153, "multiplicity": 3, "symbols": ["C", "C", "C", "C", "C", "C", "C", "C", "N", "O", "S", "S", "H", "H", "H", "H", "H", "H", "H", "H", "H", "H", "H", "H", "H", "H", "H"], "coordinates": [[1.468166, -0.827586, 0.312586], [-1.192197, 1.473630, -0.589121], [-0.723789, 2.642694, 0.263722], [-0.130128, 0.527256, -1.096989], [-1.020777, 2.467866, 1.722814], [0.250171, -0.659278, -0.268522], [0.028030, -2.813983, -1.501943], [-0.523447, -1.906924, -0.447654], [2.125532, -1.982470, 0.618281], [1.286444, 1.024670, 2.181478], [2.346425, 0.655475, 0.681858], [-0.261074, 0.813403, 2.285640], [-1.945541, 0.925003, -0.205128], [-1.766558, 2.156050, -1.361710], [0.384314, 2.907047, 0.162132], [-1.228355, 3.564129, -0.063795], [-0.500450, 0.145946, -2.021312], [0.770288, 1.247442, -1.285980], [-0.585268, 3.310702, 2.204456], [-2.102915, 2.117425, 1.922458], [-0.057972, -2.347552, -2.471780], [-0.303358, -3.769332, -1.548951], [1.146377, -2.885830, -1.291301], [-0.475325, -2.467407, 0.484854], [-1.615423, -1.580683, -0.728908], [1.547733, -2.786579, 1.065131], [3.079096, -1.951114, 0.977683]], "forces_ev_per_a": [[-0.28, 2.71, -1.03], [0.57, 3.88, -2.70], [0.80, 0.49, 0.48], [1.64, 2.39, 0.20], [-0.36, -2.94, 0.12], [1.63, -0.86, -0.01], [3.52, 2.67, -0.36], [-2.74, 0.30, -0.24], [-0.79, -3.36, 1.85], [-0.27, 1.25, 1.77], [1.83, -1.11, -2.18], [-1.93, 0.91, 0.57], [-2.59, -1.66, 2.03], [1.29, -2.22, 0.14], [-1.23, -0.70, -0.08], [0.08, -0.13, 0.13], [0.12, -0.41, -1.01], [-1.15, -1.67, -0.09], [-0.33, 0.50, 1.35], [1.41, 1.39, -0.14], [-0.06, 0.04, -0.47], [-1.54, -2.87, 0.06], [-1.28, -0.05, -0.51], [-0.74, 0.06, 0.32], [1.65, -0.96, 0.90], [1.39, 2.01, -1.05], [-0.68, 0.33, -0.04]], "mulliken_spin": [-0.078, -0.009, 0.016, 0.042, 0.018, 0.088, 0.014, -0.007, 0.030, 0.333, 1.348, 0.209, -0.006, -0.002, 0.003, 0.000, -0.001, -0.003, -0.002, 0.006, -0.002, -0.001, -0.003, 0.005, 0.001, -0.005, 0.006]}


{"formula": "C8H15NS2", "method": "ωB97M-V/def2-TZVPD", "e_homo_ha": -0.294, "smiles": "CN(C)C(=S)C(=S)C(C)(C)C", "gap_ha": 0.2900, "e_above_lowest_kcal_mol": 4.8, "symbols": ["C", "C", "C", "C", "C", "C", "C", "C", "N", "S", "S", "H", "H", "H", "H", "H", "H", "H", "H", "H", "H", "H", "H", "H", "H", "H"], "coordinates": [[0.831820, 0.773511, 0.081380], [1.133314, -0.832753, 0.600055], [-1.052395, -0.275562, -1.223800], [0.870921, 1.127019, -2.351312], [-0.854167, 2.248403, -1.128754], [-0.786546, -0.570517, 2.189813], [0.646203, -2.530701, 2.156532], [-0.089553, 0.907075, -1.171070], [0.364159, -1.243447, 1.605702], [1.495639, 2.014584, 0.820296], [2.269720, -1.624406, -0.269291], [-1.481652, -0.307561, -2.273216], [-1.765453, -0.074650, -0.476766], [-0.569496, -1.285938, -1.280306], [0.340726, 1.543714, -3.354314], [1.583972, 1.828716, -2.074030], [1.365317, 0.149596, -2.660273], [-1.599411, 2.175658, -2.048088], [-1.374549, 2.471195, -0.132703], [-0.231666, 3.198018, -1.157144], [-0.556333, 0.504667, 2.526313], [-1.499941, -0.575672, 1.462879], [-1.171575, -1.240830, 3.082814], [-0.092745, -3.223111, 2.012915], [1.574494, -2.934479, 1.881422], [0.649198, -2.222528, 3.180948]], "forces_ev_per_a": [[-0.58, -2.87, 0.21], [-1.41, 3.78, -1.02], [1.24, -0.51, -3.55], [-1.63, -2.49, -3.40], [-1.72, 1.06, 0.15], [1.50, 0.27, 3.28], [0.67, 1.76, 1.78], [1.26, 0.95, 0.64], [1.05, 0.04, -1.37], [0.49, 0.25, 0.55], [0.21, -0.17, 0.08], [-0.26, 0.54, 1.24], [-1.22, -0.55, 0.71], [-0.19, 0.92, 1.05], [0.85, -0.96, 2.44], [1.41, 1.21, 0.40], [-0.40, 1.25, 0.44], [1.32, 0.60, 2.07], [0.07, -0.89, -1.35], [-0.32, -1.49, -0.67], [-0.29, -1.73, -0.40], [-2.38, 0.31, -1.68], [0.86, 1.63, -1.74], [-2.11, -1.74, -0.61], [1.21, -0.22, -0.53], [0.35, -0.98, 1.26]], "lowdin_charge": [-0.698, -0.796, -0.060, -0.086, -0.126, -0.023, -0.071, -0.656, -0.229, 0.787, 0.683, 0.108, 0.051, 0.092, 0.135, 0.034, 0.086, 0.123, 0.089, 0.076, 0.113, 0.028, 0.137, 0.073, 0.040, 0.091]}